The following is a DFT calculation (the ωB97M-V functional and the def2-TZVPD basis) of an isolated molecule of C7H10.

The geometry in XYZ format:
```
17
Properties=species:S:1:pos:R:3
C -2.0863 -1.2299 -0.2727
C -0.4681 0.2003 -0.9000
C -1.6444 0.1041 -0.1251
C -2.3725 1.0664 0.5361
C 1.6292 1.0861 -0.2553
C 1.0318 -1.2234 0.5727
C 0.8983 -0.2315 -0.5875
H -1.5998 -1.8528 -1.0257
H -1.9815 2.0599 0.6649
H -3.3931 0.8747 0.8141
H 1.4803 1.8200 -1.0450
H 2.6945 0.8945 -0.1500
H 1.2511 1.4954 0.6792
H 0.5659 -2.1745 0.3188
H 0.5445 -0.8299 1.4651
H 2.0826 -1.4001 0.7953
H 1.3676 -0.6594 -1.4848
```

## Properties
Maximum force = 0.02511 Eh/bohr
DFT total energy = -7413.4866 eV
Gap between HOMO and LUMO (alpha / beta) = 6.77 / 7.06 eV
M = 94.16 g mol⁻¹
Net charge = 0

=====

The following is a DFT calculation (the ωB97M-V functional and the def2-TZVPD basis) of a cluster of 12 separate species, C19H62N6O20 in total.

The geometry in XYZ format:
```
107
Properties=species:S:1:pos:R:3
C 19.4983 7.5023 0.2571
O 20.6004 7.1278 0.5553
N 19.1401 8.7098 0.1981
N 18.4438 6.7714 0.0208
H 18.1731 8.6917 -0.0927
H 19.8502 9.4269 0.1564
H 18.5099 5.7740 -0.1237
H 17.5573 7.2542 -0.0142
C 16.7560 5.0161 7.1261
O 17.6322 4.1665 7.1123
N 16.7669 5.9884 7.9322
N 15.9622 5.1136 6.1948
H 16.2108 6.8196 7.7916
H 17.5832 5.9539 8.5261
H 16.1357 4.3220 5.5920
H 15.1577 5.6811 5.9692
C 7.8660 12.2339 5.9129
O 8.9320 12.7900 5.7260
N 6.7312 12.6718 5.4052
N 7.7371 11.1940 6.6437
H 6.8239 13.5699 4.9525
H 5.8295 12.4343 5.7933
H 8.5034 10.8238 7.1876
H 6.8199 10.7712 6.6405
C 22.8244 14.6764 9.2603
C 21.7700 15.5214 9.9477
O 20.5548 15.2663 9.2061
O 24.0989 14.9646 9.7537
H 22.9858 14.8681 8.1995
H 22.6225 13.6235 9.4575
H 21.9850 16.5899 9.9599
H 21.7751 15.1986 10.9888
H 20.4772 15.9482 8.5349
H 24.0480 15.3513 10.6309
C 10.5052 19.0922 1.0208
C 10.1915 18.2252 -0.1833
O 11.4050 17.6250 -0.6308
O 10.7808 18.2089 2.0659
H 9.5033 19.4919 1.1776
H 11.3433 19.7771 0.8926
H 9.6987 18.7903 -0.9744
H 9.5286 17.4091 0.1041
H 11.9362 17.6146 0.1688
H 9.9499 17.7700 2.2622
C 15.1660 12.3552 4.2454
C 15.7263 11.4054 5.3526
O 14.6590 11.1040 6.2587
O 14.7869 13.6479 4.6902
H 14.3288 11.8991 3.7172
H 15.9825 12.4890 3.5357
H 16.5681 11.8966 5.8407
H 16.0921 10.4506 4.9750
H 14.4218 11.9168 6.7110
H 13.8678 13.5963 4.9625
C 12.1998 7.3252 11.6788
C 12.4072 6.0796 12.6438
O 13.0492 5.0393 11.9876
O 11.1029 7.1344 10.8512
H 12.9636 7.5418 10.9320
H 12.1284 8.1956 12.3310
H 11.4859 5.7436 13.1197
H 13.0093 6.3280 13.5178
H 13.9726 5.2491 11.8297
H 11.3513 6.4312 10.2468
C 16.5001 13.4747 -4.8818
C 17.5930 13.1814 -3.7510
O 18.6268 14.1809 -3.8606
O 15.8280 14.6676 -4.8436
H 15.8167 12.6258 -4.8615
H 16.9931 13.3999 -5.8511
H 17.9282 12.1576 -3.9169
H 17.0647 13.2885 -2.8036
H 18.8914 14.4467 -2.9769
H 16.5347 15.3111 -4.9342
C 9.4897 11.8806 -1.9986
C 8.9481 10.6362 -2.7276
O 7.5665 10.8692 -3.0232
O 10.9105 11.8290 -1.9591
H 9.1487 12.0510 -0.9775
H 9.2834 12.6957 -2.6923
H 8.9204 9.7870 -2.0447
H 9.5630 10.3255 -3.5723
H 7.0459 10.5494 -2.2827
H 11.2308 12.7122 -2.1564
C 18.0898 17.6744 1.7409
C 18.6218 17.1371 3.0015
O 17.8501 17.3551 4.1666
O 16.8511 17.0460 1.3912
H 18.8414 17.4828 0.9750
H 17.9625 18.7521 1.6382
H 19.5599 17.6685 3.1612
H 18.7612 16.0780 2.7846
H 17.1290 16.7225 4.1296
H 16.5751 16.6430 2.2176
C 13.7716 15.4239 11.4845
C 13.5177 14.9838 12.8703
O 14.6388 15.1155 13.6748
O 14.6483 14.4983 10.8928
H 14.3420 16.3420 11.3438
H 12.9010 15.4068 10.8289
H 13.1050 13.9798 12.7708
H 12.7707 15.5856 13.3878
H 14.9698 14.2392 13.8847
H 15.5738 14.7450 10.9575
O 13.7792 8.3651 -0.5893
H 13.5278 9.2442 -0.8725
H 13.1043 8.1141 0.0414
```

## Properties
Structure (SMILES) = NC(N)=O.NC(N)=O.NC(N)=O.OCCO.OCCO.OCCO.OCCO.OCCO.OCCO.OCCO.OCCO.O
Maximum force = 0.20666 Eh/bohr
DFT total energy = -70591.6387 eV
Gap between HOMO and LUMO = 9.49 eV
M = 694.73 g mol⁻¹
Net charge = 0

=====

The following is a DFT calculation (the ωB97M-V functional and the def2-TZVPD basis) of a structure of composition C41H36F6N2O2PSSbSeTl.

The geometry in XYZ format:
```
92
Properties=species:S:1:pos:R:3
Tl -0.7183 -0.6683 -0.0942
O 0.6370 0.3345 2.3129
C 1.7140 -0.2104 2.8071
C 1.8159 -0.5183 4.1839
C 2.9509 -1.0696 4.7492
C 4.0695 -1.3263 3.9666
C 3.9987 -1.0302 2.6147
C 2.8575 -0.5038 2.0089
C 2.9645 -0.2865 0.5610
N 2.0197 -0.2835 -0.2965
N 2.4925 -0.1995 -1.5985
C 1.5483 -0.3985 -2.4953
O 0.3093 -0.5848 -2.3382
C 2.0613 -0.4263 -3.9189
C 3.4114 -0.2851 -4.2314
C 3.8422 -0.3799 -5.5466
C 2.9304 -0.6178 -6.5691
C 1.5817 -0.7456 -6.2652
C 1.1518 -0.6493 -4.9480
H 0.9699 -0.2992 4.8220
H 2.9662 -1.2811 5.8137
H 4.9709 -1.7469 4.3954
H 4.8598 -1.2262 1.9821
H 3.9874 -0.2134 0.1767
H 4.1070 -0.1040 -3.4236
H 4.8963 -0.2744 -5.7789
H 3.2708 -0.7066 -7.5947
H 0.8622 -0.9263 -7.0557
H 0.1069 -0.7470 -4.6827
S -0.1812 2.6526 -0.0938
Sb -0.1495 2.5462 2.1625
C -1.8620 1.6106 3.0036
C -1.8529 0.6075 3.9630
C -3.0451 0.0200 4.3636
C -4.2456 0.4122 3.7880
C -4.2552 1.3986 2.8144
C -3.0661 2.0008 2.4249
C -0.7373 4.5664 2.7397
C -0.0358 5.6191 2.1507
C -0.3849 6.9389 2.3958
C -1.4519 7.2313 3.2376
C -2.1532 6.1969 3.8378
C -1.7956 4.8744 3.5896
C 1.8191 2.7927 2.9197
C 2.8253 2.8701 1.9633
C 4.1554 2.9177 2.3609
C 4.4827 2.8684 3.7090
C 3.4777 2.7832 4.6624
C 2.1469 2.7471 4.2689
H -0.9184 0.2587 4.3697
H -3.0254 -0.7755 5.0995
H -5.1703 -0.0787 4.0659
H -5.1787 1.6691 2.3198
H -3.0785 2.7432 1.6342
H 0.7866 5.4005 1.4766
H 0.1676 7.7421 1.9212
H -1.7374 8.2613 3.4184
H -2.9883 6.4153 4.4941
H -2.3535 4.0792 4.0702
H 2.5663 2.8553 0.9089
H 4.9370 2.9643 1.6117
H 5.5215 2.8807 4.0165
H 3.7307 2.7148 5.7139
H 1.3702 2.6777 5.0229
F -3.5881 -0.2904 -1.5057
P -4.8616 -1.0766 -0.8769
F -5.6849 -0.8594 -2.2550
F -4.0428 -1.2952 0.5066
F -6.1368 -1.8587 -0.2397
F -5.4468 0.3286 -0.3110
F -4.2803 -2.4782 -1.4418
C -1.6190 -8.9002 -0.2012
C -1.0071 -7.5260 -0.1465
C -0.4983 -6.9221 -1.2892
C 0.1007 -5.6691 -1.2501
C 0.5880 -5.0394 -2.5261
C 0.2102 -5.0046 -0.0109
Se 1.1771 -3.3903 0.1010
C -0.3666 -5.5721 1.1453
C -0.3778 -4.8563 2.4689
C -0.9493 -6.8289 1.0545
H -1.6375 -9.2824 -1.2220
H -2.6429 -8.8930 0.1784
H -1.0483 -9.6019 0.4117
H -0.5793 -7.4352 -2.2424
H 0.3894 -5.6937 -3.3759
H 1.6558 -4.8249 -2.4816
H 0.0931 -4.0816 -2.6962
H -0.4816 -3.7815 2.3363
H 0.5559 -5.0181 3.0134
H -1.2027 -5.2195 3.0830
H -1.3875 -7.2690 1.9456
```

## Properties
Maximum force = 0.00644 Eh/bohr
<S²> = 0.767
DFT total energy = -163191.2881 eV
Gap between HOMO and LUMO (alpha / beta) = 6.39 / 4.74 eV
M = 1170.88 g mol⁻¹
2S+1 = 2
Net charge = -2

=====

The following is a DFT calculation (the ωB97M-V functional and the def2-TZVPD basis) of an isolated molecule of C21H24N2O5S.

The geometry in XYZ format:
```
53
Properties=species:S:1:pos:R:3
C -4.3560 4.1464 -2.8297
H -3.4782 4.7816 -2.9875
O -4.0331 2.9921 -2.0956
C -3.1073 2.1319 -2.6127
C -2.8028 1.0196 -1.8286
C -1.8733 0.0964 -2.2565
C -1.2205 0.2547 -3.4745
C -1.5338 1.3580 -4.2519
C -2.4698 2.2895 -3.8373
H -2.6818 3.1356 -4.4719
H -1.0353 1.5023 -5.1999
C -0.1263 -0.6908 -3.8804
H -0.0872 -0.7985 -4.9654
H -0.2926 -1.6722 -3.4322
C 1.2237 -0.1430 -3.3881
N 1.2058 0.0317 -1.9527
C 1.0011 1.2367 -1.4014
O 1.0674 2.2889 -2.0047
C 0.7139 1.2387 0.1171
N 1.1371 0.0229 0.7867
C 2.3370 0.1553 1.4171
O 2.9035 -0.7316 2.0078
C 2.7982 1.5914 1.2359
H 3.2527 1.9665 2.1508
C 1.5322 2.3351 0.8125
H 1.7225 3.1533 0.1201
H 1.0010 2.7187 1.6836
H 3.5525 1.6037 0.4466
S 0.1196 -1.3463 0.8781
O 0.4508 -2.1989 -0.2314
O -1.2080 -0.8142 0.9211
C 0.5353 -2.1145 2.4195
C 1.2825 -3.2748 2.4294
C 1.5990 -3.8532 3.6438
C 1.1762 -3.2767 4.8389
C 0.4184 -2.1105 4.7965
C 0.0934 -1.5246 3.5864
H -0.5013 -0.6264 3.5320
H 0.0833 -1.6573 5.7177
C 1.5537 -3.8958 6.1477
H 2.5755 -3.6156 6.4034
H 0.8985 -3.5566 6.9455
H 1.5111 -4.9808 6.0889
H 2.1865 -4.7587 3.6693
H 1.6053 -3.6976 1.4921
H -0.3674 1.3580 0.2371
H 1.0259 -0.8075 -1.4141
H 2.0327 -0.8299 -3.6511
H 1.4152 0.8381 -3.8283
H -1.6496 -0.7520 -1.6260
H -3.2985 0.8992 -0.8785
H -4.8026 3.8969 -3.7982
H -5.0861 4.6851 -2.2272
```

## Properties
Structure (SMILES) = COc1ccc(CCNC(=O)[C@@H]2CCC(=O)N2S(=O)(=O)c2ccc(C)cc2)cc1
Maximum force = 0.02703 Eh/bohr
DFT total energy = -46220.1352 eV
Gap between HOMO and LUMO = 8.48 eV
M = 416.50 g mol⁻¹
Net charge = 0